[1]
Density functional theory data (ωB97M-V/def2-TZVPD) for C23H31N3O4S in the gas phase.

Its molecular weight is 445.58 g mol⁻¹. Its highest occupied orbital energy is -0.2779 Eh. The orbital gap is 0.3041 Ha. The value obtained for the total energy is -1758.4585 hartree.

Structure (ORCA input):
```
! wB97M-V def2-TZVPD RIJCOSX def2/J DEFGRID3
* xyz 0 1
C -2.723 -0.782 -2.186
C -3.311 -2.136 -1.793
O -3.806 -2.211 -0.474
C -5.032 -1.553 -0.215
C -4.891 -0.143 0.373
C -4.187 -0.147 1.734
N -2.819 -0.589 1.631
C -1.789 0.287 1.538
O -1.937 1.485 1.737
C -0.467 -0.300 1.216
C -0.268 -1.528 0.587
C 1.001 -1.965 0.282
C 2.155 -1.211 0.577
N 3.383 -1.720 0.338
C 3.602 -2.888 -0.492
C 5.113 -2.914 -0.706
C 5.633 -2.315 0.595
C 4.635 -1.187 0.842
C 1.937 0.065 1.149
N 3.016 0.979 1.271
S 3.297 1.839 -0.162
O 4.299 2.813 0.159
O 3.575 0.892 -1.201
C 1.717 2.608 -0.455
C 0.783 1.936 -1.218
C -0.515 2.410 -1.263
C -0.888 3.531 -0.529
C -2.319 3.955 -0.471
C 0.080 4.210 0.205
C 1.382 3.747 0.251
C 0.660 0.480 1.466
H -3.506 -0.038 -2.316
H -2.190 -0.885 -3.127
H -2.027 -0.441 -1.423
H -4.103 -2.417 -2.503
H -2.528 -2.898 -1.831
H -5.635 -1.514 -1.132
H -5.555 -2.186 0.512
H -5.893 0.273 0.490
H -4.329 0.498 -0.305
H -4.720 -0.803 2.429
H -4.164 0.868 2.140
H -2.695 -1.537 1.314
H -1.102 -2.159 0.314
H 1.111 -2.926 -0.194
H 3.054 -2.804 -1.434
H 3.272 -3.798 0.029
H 5.487 -3.918 -0.900
H 5.378 -2.266 -1.541
H 5.582 -3.054 1.397
H 6.654 -1.950 0.517
H 4.923 -0.290 0.286
H 4.540 -0.929 1.898
H 2.884 1.651 2.014
H 1.088 1.051 -1.753
H -1.256 1.888 -1.851
H -2.411 5.020 -0.275
H -2.843 3.710 -1.392
H -2.789 3.412 0.350
H -0.198 5.088 0.768
H 2.145 4.247 0.828
H 0.508 1.454 1.910
*
```

***

[2]
Density functional theory data (ωB97M-V/def2-TZVPD) for C35H31N11O2STi as an isolated structure.

The expectation value of S² is 2.01. Its molecular weight is 717.64 g mol⁻¹. Its highest occupied orbital energy (alpha / beta) is -0.4393 / -0.4938 Eh. The orbital gap (alpha / beta) is 0.2581 / 0.3067 Ha. The value obtained for the total energy is -3352.4616 hartree.

Structure (ORCA input):
```
! wB97M-V def2-TZVPD RIJCOSX def2/J DEFGRID3
* xyz 2 3
Ti 0.312 0.160 1.512
C 4.022 -1.539 0.413
C 3.178 -0.705 1.318
O 2.190 -0.077 0.876
N 3.454 -0.628 2.626
C 2.870 0.377 3.524
C 1.582 0.071 4.268
C 1.597 -0.143 5.636
C 0.402 -0.269 6.327
C -0.789 -0.153 5.631
C -0.736 0.049 4.266
N 0.418 0.135 3.590
H 3.597 -1.519 -0.587
H 4.055 -2.565 0.784
H 5.043 -1.155 0.388
H 4.256 -1.142 2.958
H 2.714 1.286 2.934
H 3.640 0.598 4.261
H 2.545 -0.188 6.155
H 0.406 -0.434 7.395
H -1.745 -0.210 6.129
H -1.650 0.152 3.689
C 1.344 5.070 -0.973
N 0.880 4.221 0.142
C 1.384 3.076 0.582
N 0.507 2.447 1.361
C -0.550 3.314 1.363
N -0.382 4.374 0.621
C 0.964 4.403 -2.274
C -0.003 4.913 -3.133
C -0.447 4.152 -4.209
C 0.017 2.857 -4.404
C 0.995 2.355 -3.555
C 1.496 3.152 -2.534
C 1.393 0.942 -3.492
N 2.331 0.446 -2.770
N 2.105 -0.940 -2.737
C 1.049 -1.146 -3.437
O 0.538 -0.002 -3.975
C 0.218 -2.356 -3.461
C -0.844 -2.532 -4.340
C -1.727 -3.581 -4.128
C -1.602 -4.391 -3.004
C -0.542 -4.204 -2.123
C -0.476 -4.932 -0.802
N -0.192 -3.955 0.269
C -0.568 -2.687 0.344
N 0.027 -2.084 1.372
C 0.766 -3.099 1.911
N 0.676 -4.235 1.274
C 0.398 -3.225 -2.396
H 2.421 5.195 -0.866
H 0.858 6.032 -0.829
H 2.364 2.712 0.318
H -1.461 3.135 1.914
H -0.433 5.890 -2.952
H -1.193 4.554 -4.879
H -0.386 2.248 -5.203
H 2.260 2.736 -1.892
H -0.990 -1.852 -5.168
H -2.548 -3.738 -4.814
H -2.345 -5.152 -2.805
H 0.331 -5.661 -0.742
H -1.415 -5.436 -0.576
H -1.236 -2.224 -0.362
H 1.380 -2.979 2.790
H 1.223 -3.055 -1.716
S -2.591 1.638 -1.750
C -1.204 1.107 -0.943
N -1.366 0.368 0.123
C -2.736 0.154 0.338
C -3.285 -0.644 1.347
C -4.655 -0.748 1.417
C -5.482 -0.079 0.497
C -4.949 0.689 -0.513
C -3.557 0.797 -0.589
H -0.226 1.404 -1.298
H -2.647 -1.190 2.033
H -5.103 -1.364 2.185
H -6.555 -0.178 0.578
H -5.592 1.187 -1.225
*
```

***

[3]
Density functional theory data (ωB97M-V/def2-TZVPD) for an isolated ion of composition C8H18NO3 and charge +1 in a non-equilibrium geometry.

Its molecular weight is 176.24 g mol⁻¹. Its highest occupied orbital energy is -0.5049 Eh. The orbital gap is 0.4072 Ha. The value obtained for the total energy is -595.7873 hartree.

Structure (ORCA input):
```
! wB97M-V def2-TZVPD RIJCOSX def2/J DEFGRID3
* xyz 1 1
C -3.114 0.182 -0.388
N -1.695 0.038 0.061
C -1.056 -1.089 -0.563
C 0.293 -1.554 0.063
C 1.370 -0.415 0.226
C 2.320 -0.926 1.199
C 1.952 -0.139 -1.211
O 1.087 0.234 -2.230
C 0.651 0.929 0.667
O 0.199 0.854 2.017
C -0.909 1.228 -0.120
O -1.533 2.231 0.535
H -3.853 -0.385 0.225
H -3.437 1.226 -0.362
H -3.232 -0.170 -1.335
H -1.772 -0.072 1.068
H -0.952 -0.813 -1.639
H -1.696 -1.976 -0.520
H 0.268 -1.846 1.106
H 0.779 -2.354 -0.496
H 3.242 -0.285 1.250
H 2.799 -1.798 0.773
H 1.822 -0.927 2.087
H 2.535 -1.024 -1.404
H 2.832 0.550 -1.227
H 1.391 1.035 -2.670
H 1.187 1.790 0.250
H 0.421 1.605 2.484
H -0.714 1.400 -1.230
H -1.185 2.469 1.386
*
```

***

- Among the records above, which one has the lowest molecular weight?
  C8H18NO3